<1>
The following is a DFT calculation (ωB97M-V with the def2-TZVPD basis set) of the ion C2H6N3O2 with charge +1.

Summary:
LUMO energy (spin up / spin down) (eV): -3.01 / -8.04
Spin multiplicity: 3
HOMO (spin up / spin down) (eV): -10.74 / -14.81
Net charge: +1
Orbital gap (spin up / spin down) (eV): 7.73 / 6.78

Structure (XYZ):
```
13
C2H6N3O2 | OMol25 | ωB97M-V with the def2-TZVPD basis set
C -0.483 0.321 -1.690
C 0.543 0.256 1.356
N -1.522 0.788 -1.858
N 0.526 -0.202 -1.148
N -0.701 -0.278 1.588
O 1.146 -1.354 -1.358
O 0.949 0.565 -0.138
H 2.006 -1.248 -1.104
H 1.258 -0.392 1.653
H 0.747 1.186 1.824
H -2.212 1.399 -2.387
H -1.447 0.144 2.091
H -0.809 -1.184 1.170
```

The natural (NBO) scheme yields these atomic charges, measured in e: 0.3757, 0.0726, -0.4893, 0.3025, -0.7617, -0.3901, -0.3432, 0.5023, 0.1860, 0.2312, 0.4901, 0.4296, 0.3943


<2>
The following is a DFT calculation (ωB97M-V with the def2-TZVPD basis set) of the ion C2H6N3O2 with charge +1.

Summary:
LUMO energy (spin up / spin down) (eV): -6.13 / -8.31
Spin multiplicity: 3
HOMO (spin up / spin down) (eV): -14.97 / -16.17
Net charge: +1
Orbital gap (spin up / spin down) (eV): 8.83 / 7.86

Structure (XYZ):
```
13
C2H6N3O2 | OMol25 | ωB97M-V with the def2-TZVPD basis set
C -0.731 0.861 -1.068
C -0.735 -0.309 1.103
N 1.425 -1.304 0.337
N 1.230 -0.026 -0.212
N -0.007 0.187 -0.016
O 2.454 -1.621 0.795
O 1.933 0.456 -1.055
H -1.037 0.099 -1.797
H -1.617 1.365 -0.702
H -0.081 1.566 -1.590
H -1.041 0.531 1.732
H -1.644 -0.809 0.754
H -0.150 -0.996 1.719
```

The natural (NBO) scheme yields these atomic charges, measured in e: -0.4602, -0.4498, 0.1581, 0.4489, -0.0662, 0.0232, -0.2138, 0.2537, 0.2591, 0.2690, 0.2580, 0.2600, 0.2599


Best to worst by energy: <2>, <1>.


<1>
The following is a DFT calculation (ωB97M-V with the def2-TZVPD basis set) of a cluster of 2 separate species, C4H10NO in total.

Summary:
LUMO energy (spin up / spin down) (eV): -3.12 / -6.00
Spin multiplicity: 3
HOMO (spin up / spin down) (eV): -9.34 / -16.40
Net charge: +1
Orbital gap (spin up / spin down) (eV): 6.22 / 10.40

Structure (XYZ):
```
16
C4H10NO | OMol25 | ωB97M-V with the def2-TZVPD basis set
C -0.525 1.119 1.547
C -0.091 0.975 0.098
C -0.980 0.071 -0.692
C 0.309 -1.516 -1.161
N 0.494 0.251 1.232
O 1.524 -0.901 -1.130
H -0.203 2.027 2.094
H -1.538 0.756 1.774
H 0.561 1.785 -0.296
H -1.195 0.574 -1.645
H -1.828 -0.505 -0.239
H 0.246 -2.210 -0.281
H -0.147 -1.891 -2.011
H 1.316 0.506 1.666
H 0.352 -0.716 1.022
H 1.704 -0.324 -1.978
```

The natural (NBO) scheme yields these atomic charges, measured in e: -0.2380, -0.1176, -0.3325, -0.1128, -0.5202, -0.6511, 0.2544, 0.2493, 0.2666, 0.2299, 0.2315, 0.1498, 0.1912, 0.4407, 0.4498, 0.5088


<2>
The following is a DFT calculation (ωB97M-V with the def2-TZVPD basis set) of a cluster of 4 separate species, C4H10NO in total.

Summary:
LUMO energy (spin up / spin down) (eV): -4.54 / -9.12
Spin multiplicity: 3
HOMO (spin up / spin down) (eV): -12.00 / -14.72
Net charge: +1
Orbital gap (spin up / spin down) (eV): 7.45 / 5.60

Structure (XYZ):
```
16
C4H10NO | OMol25 | ωB97M-V with the def2-TZVPD basis set
C 1.205 0.568 -0.223
C 1.518 1.310 0.935
C 0.392 -1.782 -0.451
C -1.697 1.047 -0.818
N 0.798 -0.619 -0.139
O -1.419 0.678 0.293
H 1.528 0.870 -1.338
H 1.134 0.921 1.881
H 1.399 2.389 1.003
H 2.576 1.160 0.872
H -0.690 -2.032 -0.525
H -0.236 -0.944 2.555
H 1.174 -2.501 -0.565
H -2.736 1.169 -1.239
H -0.965 1.435 -1.537
H -0.361 -0.793 1.695
```

The natural (NBO) scheme yields these atomic charges, measured in e: 0.2621, -0.6868, -0.2154, 0.3067, -0.1287, -0.4781, 0.2471, 0.2811, 0.2866, 0.3002, 0.2645, 0.0695, 0.2590, 0.1619, 0.1139, -0.0437


Best to worst by energy: <1>, <2>.


<1>
The following is a DFT calculation (ωB97M-V with the def2-TZVPD basis set) of the molecule C4H8N2S.

Summary:
LUMO energy (eV): 0.51
SMILES: C/C=N/N(C)C=S
HOMO (eV): -8.14
Orbital gap (eV): 8.65

Structure (XYZ):
```
15
C4H8N2S | OMol25 | ωB97M-V with the def2-TZVPD basis set
C 2.597 0.406 0.359
C 1.133 0.283 0.567
N 0.399 -0.082 -0.398
N -1.001 -0.158 -0.259
C -1.598 -1.169 -1.026
C -1.724 0.791 0.386
S -1.295 2.272 0.952
H 2.818 -0.293 -0.424
H 3.133 -0.034 1.270
H 2.894 1.417 0.032
H 0.675 0.435 1.585
H -1.171 -2.122 -0.714
H -2.665 -1.211 -0.785
H -1.415 -0.999 -2.087
H -2.780 0.464 0.541
```

The natural (NBO) scheme yields these atomic charges, measured in e: -0.6732, 0.1501, -0.2929, -0.2697, -0.3932, -0.0897, -0.1479, 0.2341, 0.2236, 0.2478, 0.1866, 0.2047, 0.2118, 0.2127, 0.1953


<2>
The following is a DFT calculation (ωB97M-V with the def2-TZVPD basis set) of the molecule C4H8N2S.

Summary:
LUMO energy (eV): 0.67
SMILES: S=C1NCCCN1
HOMO (eV): -7.99
Orbital gap (eV): 8.66

Structure (XYZ):
```
15
C4H8N2S | OMol25 | ωB97M-V with the def2-TZVPD basis set
S 2.330 0.000 -0.457
C 0.682 0.019 -0.134
N 0.061 -1.011 0.539
C -1.336 -1.085 0.921
C -2.180 -0.188 0.007
C -1.493 1.197 -0.089
N -0.105 1.074 -0.407
H 0.712 -1.721 0.936
H -1.414 -0.700 1.936
H -1.650 -2.123 0.884
H -3.192 -0.067 0.372
H -2.192 -0.668 -0.973
H -2.040 1.805 -0.849
H -1.578 1.662 0.897
H 0.338 1.706 -1.043
```

The natural (NBO) scheme yields these atomic charges, measured in e: -0.3032, 0.3005, -0.6171, -0.2123, -0.4131, -0.2152, -0.6076, 0.4213, 0.1820, 0.2101, 0.2229, 0.2095, 0.2158, 0.1877, 0.4186


Best to worst by energy: <2>, <1>.


<1>
The following is a DFT calculation (ωB97M-V with the def2-TZVPD basis set) of a cluster of 2 separate species, C6H16 in total.

Summary:
LUMO energy (spin up / spin down) (eV): 4.00 / 4.00
Spin multiplicity: 2
HOMO (spin up / spin down) (eV): 1.48 / -7.18
Net charge: -1
Orbital gap (spin up / spin down) (eV): 2.52 / 11.18

Structure (XYZ):
```
22
C6H16 | OMol25 | ωB97M-V with the def2-TZVPD basis set
C -0.478 1.755 -0.808
C -1.719 0.878 -1.247
C 0.545 1.400 -1.815
H -0.290 1.630 0.232
H -0.567 2.830 -0.681
H -1.418 0.102 -1.865
H -2.034 0.332 -0.447
H 0.715 0.342 -1.632
H 1.541 1.908 -1.521
H -2.380 1.578 -1.733
H 0.259 1.864 -2.832
C 0.574 -1.060 0.882
C 0.859 -2.524 0.753
C 0.188 -0.479 2.246
H 1.407 -0.353 0.533
H -0.167 -0.692 0.156
H 0.031 -3.102 0.537
H 0.829 -0.825 3.032
H 1.376 -2.878 1.585
H 1.457 -2.571 -0.221
H 0.063 0.620 2.271
H -0.791 -0.755 2.575
```

The natural (NBO) scheme yields these atomic charges, measured in e: -0.5294, -0.7066, -0.6561, 0.2062, 0.1907, 0.1958, 0.2102, 0.2135, 0.1821, 0.2014, 0.2020, -0.5181, -0.7460, -0.9402, 0.1704, 0.1831, 0.1988, 0.1891, 0.1995, 0.1806, 0.1856, 0.1874


<2>
The following is a DFT calculation (ωB97M-V with the def2-TZVPD basis set) of a cluster of 2 separate species, C6H16 in total.

Summary:
LUMO energy (spin up / spin down) (eV): 4.04 / 4.12
Spin multiplicity: 2
HOMO (spin up / spin down) (eV): 1.48 / -7.54
Net charge: -1
Orbital gap (spin up / spin down) (eV): 2.56 / 11.67

Structure (XYZ):
```
22
C6H16 | OMol25 | ωB97M-V with the def2-TZVPD basis set
C 0.373 1.232 -1.050
C 1.321 2.453 -0.961
C 0.577 0.344 -2.295
H -0.621 1.762 -1.198
H 0.421 0.509 -0.248
H 1.306 3.092 -1.839
H 1.232 2.997 -0.001
H 1.612 0.088 -2.756
H 2.403 2.160 -0.819
H 0.145 0.849 -3.146
H -0.068 -0.537 -2.239
C -0.999 -1.499 0.886
C -1.220 -0.111 1.637
C -0.249 -2.516 1.753
H -2.042 -1.839 0.675
H -0.454 -1.317 -0.067
H -0.202 0.388 2.110
H -1.867 -0.382 2.458
H -0.759 -3.433 1.772
H 0.748 -2.824 1.506
H -1.557 0.678 1.044
H -0.102 -2.096 2.779
```

The natural (NBO) scheme yields these atomic charges, measured in e: -0.5620, -0.8672, -0.7066, 0.1837, 0.2041, 0.1916, 0.1970, 0.1996, 0.1855, 0.1850, 0.1929, -0.4691, -0.7926, -0.6928, 0.1871, 0.1980, 0.1764, 0.1890, 0.1913, 0.2036, 0.2056, 0.1999


Best to worst by energy: <2>, <1>.


<1>
The following is a DFT calculation (ωB97M-V with the def2-TZVPD basis set) of a cluster of 2 separate species, C2H3NS3 in total.

Summary:
LUMO energy (eV): -0.73
HOMO (eV): -9.17
Orbital gap (eV): 8.44

Structure (XYZ):
```
9
C2H3NS3 | OMol25 | ωB97M-V with the def2-TZVPD basis set
C 2.411 -1.565 0.864
C -0.203 0.367 -0.443
N 2.275 -0.835 -0.069
S 2.801 -2.562 1.996
S -1.094 -0.442 0.749
S -0.734 1.879 -0.939
H -0.274 -1.492 0.858
H 1.489 -0.284 -0.444
H -1.842 2.116 -0.198
```

The natural (NBO) scheme yields these atomic charges, measured in e: 0.1977, -0.5555, -0.6612, -0.0421, 0.1786, 0.2335, 0.1425, 0.4270, 0.0796


<2>
The following is a DFT calculation (ωB97M-V with the def2-TZVPD basis set) of a cluster of 2 separate species, C2H3NS3 in total.

Summary:
LUMO energy (eV): -0.55
SMILES: C#[N+][S-].S=CS
HOMO (eV): -8.65
Orbital gap (eV): 8.10

Structure (XYZ):
```
9
C2H3NS3 | OMol25 | ωB97M-V with the def2-TZVPD basis set
C -2.733 -0.008 1.937
N -3.219 -0.538 1.022
S -3.985 -0.966 -0.280
H -1.995 0.590 2.484
S 0.986 1.642 -0.105
C 1.131 0.041 0.077
S 0.291 -1.077 1.196
H 1.808 -0.659 -0.500
H 1.025 -2.101 0.643
```

The natural (NBO) scheme yields these atomic charges, measured in e: 0.1127, -0.3967, 0.0215, 0.2623, 0.0656, -0.4751, 0.0692, 0.2006, 0.1399


<3>
The following is a DFT calculation (ωB97M-V with the def2-TZVPD basis set) of the molecule C2H3NS3.

Summary:
LUMO energy (eV): -1.77
SMILES: NC(=S)C(=S)S
HOMO (eV): -8.87
Orbital gap (eV): 7.10

Structure (XYZ):
```
9
C2H3NS3 | OMol25 | ωB97M-V with the def2-TZVPD basis set
N 0.768 -1.438 0.151
C 0.796 -0.076 -0.004
S 2.221 0.773 -0.114
C -0.587 0.486 -0.010
S -2.012 -0.389 -0.119
S -0.649 2.226 0.031
H 1.547 -1.942 -0.097
H -0.091 -1.981 0.111
H -1.994 2.342 0.051
```

The natural (NBO) scheme yields these atomic charges, measured in e: -0.7398, 0.0041, -0.0521, -0.3417, -0.0002, 0.1824, 0.3957, 0.4111, 0.1406


Best to worst by energy: <3>, <1>, <2>.


<1>
The following is a DFT calculation (ωB97M-V with the def2-TZVPD basis set) of a cluster of 2 separate species, C2H3NS3 in total.

Summary:
LUMO energy (spin up / spin down) (eV): -1.61 / -1.05
HOMO (spin up / spin down) (eV): -7.47 / -8.76
Orbital gap (spin up / spin down) (eV): 5.86 / 7.71

Structure (XYZ):
```
9
C2H3NS3 | OMol25 | ωB97M-V with the def2-TZVPD basis set
C -0.761 -0.065 -1.030
C -1.220 -0.837 -0.004
N -0.170 1.094 -0.751
S -0.983 -0.186 1.580
S 2.673 0.390 1.442
S 0.027 1.458 0.772
H -0.858 -0.342 -2.065
H -1.703 -1.788 -0.101
H 2.995 0.276 0.156
```

The natural (NBO) scheme yields these atomic charges, measured in e: -0.0262, -0.4360, -0.6458, 0.2421, -0.4089, 0.6899, 0.2246, 0.2532, 0.1071


<2>
The following is a DFT calculation (ωB97M-V with the def2-TZVPD basis set) of the molecule C2H3NS3.

Summary:
LUMO energy (eV): -1.13
SMILES: S=C(S)/C=N/S
HOMO (eV): -9.18
Orbital gap (eV): 8.05

Structure (XYZ):
```
9
C2H3NS3 | OMol25 | ωB97M-V with the def2-TZVPD basis set
S -0.471 -0.332 -2.690
C -0.262 -0.607 -1.157
S -1.232 -1.731 -0.074
C 0.456 0.474 -0.248
N 0.796 0.145 0.990
S 1.598 1.513 1.865
H -2.503 -1.977 -1.001
H 0.496 1.596 -0.633
H 1.121 0.919 2.948
```

The natural (NBO) scheme yields these atomic charges, measured in e: 0.1451, -0.3604, 0.0266, 0.0169, -0.4872, 0.1452, 0.1781, 0.2067, 0.1290


Best to worst by energy: <1>, <2>.